# 1
{
  "formula": "C16H32O2P2Pt",
  "method": "ωB97M-V/def2-TZVPD",
  "homo_energy_ha": [-0.1315, -0.1916],
  "homo_lumo_gap_ev": [3.52, 5.14],
  "spin_multiplicity": 3,
  "s2": 2.009,
  "molar_mass_g_mol": 513.5,
  "elements": ["P", "P", "C", "C", "H", "H", "H", "H", "C", "H", "H", "H", "C", "H", "H", "H", "C", "H", "H", "H", "C", "H", "H", "H", "Pt", "C", "C", "C", "C", "C", "C", "C", "C", "C", "H", "H", "H", "H", "H", "H", "H", "H", "H", "H", "H", "H", "H", "H", "H", "O", "C", "O", "H"],
  "xyz": [[-0.30233, 2.56413, -0.16035], [3.38771, -1.56135, 1.01376], [0.75075, -1.15404, 1.58984], [2.07773, -1.26456, 2.22412], [0.44111, -2.00425, 0.98268], [-0.02247, -0.59811, 2.13141], [2.34260, -0.36381, 2.80862], [2.12467, -2.14816, 2.88679], [2.94604, -2.77146, -0.21731], [3.67308, -3.59499, -0.15828], [2.96851, -2.35579, -1.23656], [1.94666, -3.18149, -0.02829], [4.97285, -1.82853, 1.76430], [5.22799, -2.89521, 1.71553], [4.93178, -1.51336, 2.81731], [5.73358, -1.23826, 1.23902], [-0.71348, 3.50652, -1.66897], [-0.32771, 4.53138, -1.58129], [-1.79899, 3.54312, -1.82237], [-0.23631, 3.01806, -2.52844], [-0.95102, 3.53085, 1.24191], [-0.56508, 3.10174, 2.17507], [-2.04798, 3.50172, 1.25309], [-0.61342, 4.57246, 1.15603], [-1.19693, 0.29094, -0.15954], [-1.98423, -1.54523, 0.37482], [-1.33043, -1.61239, -0.91914], [-2.15999, -1.63439, -2.18403], [-3.16259, -0.45679, -2.26892], [-2.74297, 0.73931, -1.43846], [-3.17526, 0.91941, -0.06460], [-4.05373, -0.08600, 0.64190], [-3.49304, -1.51549, 0.53920], [1.49413, 2.62295, -0.04991], [-1.47662, -2.05593, 1.19381], [-0.37831, -2.15650, -0.94507], [-2.68166, -2.59592, -2.29797], [-1.46339, -1.55026, -3.03074], [-3.22178, -0.13666, -3.31744], [-4.16735, -0.78824, -1.98578], [-2.58340, 1.66618, -2.00447], [-3.34887, 1.95893, 0.23409], [-5.08966, -0.03954, 0.27637], [-4.10606, 0.20218, 1.70285], [-3.73931, -2.02874, 1.47937], [-3.98078, -2.07846, -0.26407], [1.83909, 1.93691, 0.73264], [1.81837, 3.64644, 0.18129], [1.93352, 2.29066, -0.99726], [3.72803, 0.92117, -1.67606], [4.18244, 0.16892, -0.85871], [3.43578, -0.12155, 0.30120], [5.15873, -0.35851, -0.79300]]
}

***

# 2
{
  "formula": "C16H32O8",
  "method": "ωB97M-V/def2-TZVPD",
  "smiles": "CCOC(=O)OC.CCOC(=O)OC.C1CCOC1.C1CCOC1",
  "homo_energy_ha": -0.3413,
  "homo_lumo_gap_ev": 9.95,
  "molar_mass_g_mol": 352.4,
  "elements": ["C", "C", "O", "C", "O", "O", "C", "H", "H", "H", "H", "H", "H", "H", "H", "C", "C", "O", "C", "O", "O", "C", "H", "H", "H", "H", "H", "H", "H", "H", "C", "C", "C", "O", "C", "H", "H", "H", "H", "H", "H", "H", "H", "C", "C", "C", "O", "C", "H", "H", "H", "H", "H", "H", "H", "H"],
  "xyz": [[-0.42334, -9.64929, -4.33445], [-0.78564, -8.38125, -3.62406], [-1.93962, -7.67216, -4.00179], [-1.78423, -6.54989, -4.69076], [-0.75638, -6.20617, -5.29248], [-3.00323, -5.85434, -4.66196], [-3.06331, -4.65902, -5.51521], [-1.13260, -10.44778, -4.11657], [0.60732, -9.95441, -4.15348], [-0.46810, -9.41866, -5.39883], [0.11147, -7.76481, -3.56660], [-1.01486, -8.67073, -2.59851], [-2.88064, -4.95739, -6.54754], [-2.24498, -4.00969, -5.20407], [-4.05249, -4.20201, -5.48714], [-2.74116, 4.51124, 6.96156], [-2.90887, 2.98167, 6.74966], [-1.87723, 2.36036, 7.54066], [-1.62172, 1.04486, 7.30624], [-2.21599, 0.31933, 6.55808], [-0.58022, 0.76740, 8.05150], [0.12153, -0.46667, 8.02412], [-3.70077, 4.97899, 6.74140], [-1.92179, 4.84941, 6.32724], [-2.47194, 4.74408, 7.99180], [-2.71690, 2.76369, 5.69907], [-3.78454, 2.60172, 7.27592], [0.29125, -0.86197, 7.02260], [-0.44258, -1.12758, 8.68221], [1.03513, -0.18761, 8.54908], [1.98702, 6.57603, -3.42964], [2.63972, 7.79214, -2.85817], [2.84745, 7.47321, -1.30142], [2.79736, 6.03468, -1.22714], [2.41151, 5.46230, -2.50380], [2.20606, 6.43606, -4.48819], [0.91409, 6.63584, -3.24702], [2.10023, 8.68452, -3.17551], [3.58446, 7.86275, -3.39721], [2.05582, 7.90846, -0.69153], [3.83479, 7.79446, -0.96964], [1.58826, 4.76084, -2.36845], [3.22954, 4.89408, -2.94659], [0.77876, -0.93021, -1.47296], [0.48218, -1.16242, -0.02240], [1.32755, -0.04009, 0.60306], [2.46885, -0.06454, -0.11948], [2.27830, -0.75490, -1.40216], [0.38056, -0.00474, -1.88896], [0.52849, -1.71503, -2.18676], [0.76613, -2.17267, 0.27237], [-0.59882, -1.11003, 0.10724], [1.42170, -0.14575, 1.68384], [0.87880, 0.91999, 0.34816], [2.68918, -1.76396, -1.36932], [2.76848, -0.25234, -2.23598]]
}

***

# 3
{
  "formula": "C16H32O9S5Tl",
  "method": "ωB97M-V/def2-TZVPD",
  "homo_energy_ha": -0.3994,
  "total_charge": 1,
  "homo_lumo_gap_ev": 4.00,
  "molar_mass_g_mol": 733.1,
  "elements": ["Tl", "C", "C", "C", "O", "C", "C", "C", "O", "O", "O", "H", "H", "C", "S", "O", "C", "H", "H", "H", "H", "H", "H", "C", "S", "O", "C", "H", "H", "H", "H", "H", "H", "C", "S", "O", "C", "H", "H", "H", "H", "H", "H", "C", "S", "O", "C", "H", "H", "H", "H", "H", "H", "C", "S", "O", "C", "H", "H", "H", "H", "H", "H"],
  "xyz": [[0.23110, 0.70430, 0.65519], [-2.10750, 4.37029, -2.22392], [-1.23727, 3.43157, -1.57082], [0.23785, 3.46628, -1.97405], [1.02092, 2.68271, -1.49082], [0.61640, 4.48203, -2.94356], [-0.25862, 5.45651, -3.52968], [-1.70818, 5.44066, -3.12409], [-2.49997, 6.22733, -3.56703], [0.13235, 6.22100, -4.37174], [-1.61573, 2.63117, -0.74296], [-3.13335, 4.45062, -1.87123], [1.61886, 4.40047, -3.35317], [-1.40271, -1.41471, -4.25945], [-1.63602, 0.11712, -3.38471], [-0.76136, 0.05191, -2.19516], [-0.87565, 1.14630, -4.63241], [-1.96892, -1.46458, -5.18510], [-1.69323, -2.19973, -3.56032], [-0.34069, -1.58405, -4.45885], [-0.96805, 2.19292, -4.33954], [-1.48013, 1.01811, -5.53269], [0.17261, 0.91602, -4.81786], [2.41316, -2.29236, -3.09972], [3.02204, -1.46698, -1.62919], [1.84944, -1.23318, -0.73330], [3.87135, -2.87734, -0.92020], [2.00618, -1.54096, -3.76987], [1.63976, -3.00867, -2.82102], [3.25843, -2.82333, -3.53864], [4.05189, -2.58704, 0.11473], [4.80846, -3.07540, -1.43757], [3.24325, -3.76978, -0.90824], [-1.26885, -4.41881, 1.25066], [0.18709, -3.44927, 0.91297], [-0.21724, -2.04959, 1.18776], [1.14324, -4.04956, 2.32650], [-2.03802, -4.15372, 0.52807], [-1.63729, -4.24690, 2.26183], [-1.07190, -5.48800, 1.12607], [1.37419, -5.09900, 2.14641], [0.54020, -3.90754, 3.22000], [2.07326, -3.48689, 2.33665], [3.41013, -0.88653, 3.63894], [2.11394, 0.12684, 4.36930], [1.16208, 0.48242, 3.29043], [1.28909, -1.15623, 5.31614], [4.27333, -0.25754, 3.43186], [3.05458, -1.39281, 2.74349], [3.72449, -1.63832, 4.36654], [0.99033, -1.99812, 4.69844], [0.40937, -0.64705, 5.71334], [1.90584, -1.44864, 6.16579], [-3.90079, 2.17755, 1.87273], [-3.20163, 1.08913, 3.11555], [-1.93360, 0.51974, 2.58814], [-2.73020, 2.36034, 4.27761], [-4.98682, 2.10006, 1.94706], [-3.63236, 1.75159, 0.90243], [-3.57548, 3.21595, 1.87076], [-2.15296, 1.92148, 5.08787], [-3.62018, 2.79655, 4.74440], [-2.19048, 3.16364, 3.77924]]
}

***

What did we get for relative energy (zero: lowest compared OMol25 entry of this formula, charge and spin)? Answer: 58.9; 48.5; 0.0 kcal/mol, in the order shown.